{"formula": "C23H18AsBrF6MnN5OS", "method": "ωB97M-V/def2-TZVPD", "e_above_lowest_kj_mol": 60.0, "mol_weight_g_mol": 736.2, "homo_ev": [-7.47, -7.49], "spin_multiplicity": 5, "orbital_gap_ev": [5.9, 6.7], "total_energy_ha": -8194.56787, "species": ["C", "C", "C", "N", "C", "H", "C", "C", "F", "H", "Mn", "Br", "C", "H", "N", "H", "C", "N", "H", "F", "H", "C", "C", "H", "H", "H", "C", "C", "F", "H", "H", "H", "C", "H", "H", "C", "H", "C", "As", "H", "C", "F", "C", "C", "F", "S", "C", "C", "H", "C", "O", "N", "F", "N", "C", "H", "C"], "positions_angstrom": [[1.21130, -3.56270, 2.90498], [-2.77432, 2.01927, -1.02272], [2.01165, -4.24541, 3.76270], [-1.81664, 0.14945, 3.11338], [-1.81082, 3.03204, -0.99907], [2.31001, 3.02650, -2.49576], [-0.51722, 2.67354, -0.50480], [-2.40269, -2.22088, 0.52248], [0.05642, -1.52617, -1.52026], [2.76222, 1.80687, 1.35053], [-0.43067, -1.59794, 0.61921], [0.49574, 0.30483, -6.14572], [1.41031, 1.88377, -3.97303], [-2.01771, 3.98209, -1.41983], [0.43447, 5.06764, -2.38793], [2.24444, 1.14501, -3.88367], [1.47650, 2.96117, -3.14454], [-0.44196, -1.65095, 2.77460], [-3.02101, -1.59468, 1.18147], [-0.98231, -3.60424, -2.40809], [-1.15746, 4.61040, -4.35980], [0.43616, 1.77174, -4.95430], [2.02930, -4.04196, 5.15047], [2.70297, -4.61544, 5.80533], [-1.67481, 0.42812, 2.17415], [1.25276, -2.94589, 6.76686], [0.95242, 0.93518, 0.52681], [1.86995, 1.97878, 0.76126], [0.30454, -3.51189, -0.27826], [2.68406, -5.01428, 3.35651], [-3.73247, 2.19186, -1.46679], [-2.67743, -2.08869, -0.49334], [0.46433, 3.87247, -3.20596], [1.24640, -3.73738, 1.80303], [-2.34608, -3.23014, 0.94473], [0.38232, -2.54665, 3.45885], [-2.18389, 0.87480, 3.72363], [1.19260, -3.14519, 5.70697], [0.60633, -3.16584, -2.07067], [2.45718, 4.04052, 0.36145], [-0.31559, 1.40005, 0.00708], [1.16535, -4.78775, -2.25925], [1.65662, 3.27399, 0.22719], [0.53086, 3.59891, -0.56036], [2.17199, -2.67884, -1.57123], [-0.59148, -1.01011, 5.30296], [-0.51363, 2.73016, -5.10004], [0.41258, -2.35963, 4.89227], [-3.37220, 0.10480, -0.31667], [-1.09135, -0.85777, 3.62880], [1.12912, -0.24854, 0.96218], [-1.30787, 0.48449, 0.05027], [0.92193, -2.64483, -3.62153], [0.45947, 4.89656, -1.15303], [-2.54388, 0.78163, -0.43157], [-1.24554, 2.79033, -5.87797], [-0.47329, 3.81677, -4.21394]], "forces_ev_per_a": [[-1.2, 1.5, -1.0], [0.5, 1.3, 0.2], [1.3, -1.5, 0.4], [-1.1, 0.6, 2.1], [0.0, -3.0, 0.2], [0.4, 0.3, 0.7], [-1.2, 1.9, -1.3], [0.2, 0.0, 1.7], [-0.4, -0.2, -0.3], [0.0, -0.2, -0.1], [0.3, 1.3, 0.0], [0.0, -0.1, 0.0], [1.6, -1.6, -0.5], [0.0, 0.8, -0.2], [-0.2, -1.0, 0.9], [-1.0, 0.5, -0.3], [-0.1, -0.6, 0.0], [-0.6, -0.8, 1.1], [0.4, -0.1, -0.1], [-0.9, 0.0, 0.0], [-0.6, 0.7, 0.1], [0.5, -1.0, -0.1], [0.9, -1.4, -0.5], [-0.3, 0.2, -0.6], [0.3, 0.0, -1.0], [-0.2, 0.0, 0.1], [0.5, 2.1, 0.8], [-0.4, 0.5, -0.6], [-0.4, 0.2, 0.0], [-0.3, 0.4, 0.1], [-0.4, 0.2, -0.1], [-0.1, -0.3, -1.0], [-0.6, 1.8, -0.3], [-0.1, 0.1, 1.1], [-0.1, 0.1, -0.5], [0.7, -0.4, 1.4], [0.2, -0.4, -0.2], [-0.2, 1.2, 1.2], [1.6, -0.5, 1.9], [-0.8, -0.7, -0.1], [0.2, -1.5, 0.0], [-0.4, 0.4, -0.1], [0.0, 0.5, -0.7], [1.9, -0.5, 1.8], [0.2, 0.1, 0.1], [-0.8, 0.1, -0.3], [-0.3, 1.7, 0.7], [-0.5, 0.0, -2.6], [0.2, -0.5, 0.0], [1.9, -0.1, -1.5], [-0.7, -1.5, -0.3], [-2.2, -0.8, -0.2], [-0.1, 0.3, -1.2], [0.2, 0.9, -0.2], [2.3, 0.4, 0.5], [-0.2, -0.5, -0.4], [0.2, -1.1, -0.3]]}

---

{"formula": "C23H18BeF15NO3S", "method": "ωB97M-V/def2-TZVPD", "mol_weight_g_mol": 682.5, "total_charge": -2, "homo_ev": -1.00, "orbital_gap_ev": 5.6, "total_energy_ha": -3078.88158, "species": ["H", "C", "C", "H", "C", "N", "H", "O", "C", "F", "H", "C", "C", "S", "H", "F", "C", "H", "F", "H", "C", "F", "C", "C", "C", "C", "H", "F", "H", "O", "H", "C", "F", "H", "H", "F", "C", "C", "H", "C", "C", "O", "F", "H", "C", "C", "F", "C", "C", "F", "H", "F", "C", "H", "F", "C", "F", "Be", "H", "H", "F", "F"], "positions_angstrom": [[1.03115, -6.14536, 0.38318], [1.77395, 2.21044, 0.28948], [-1.11955, 0.99444, 2.42318], [0.36395, 2.87864, 3.78648], [-0.14135, 0.89374, -4.31052], [-0.03895, 0.66414, -0.14762], [-1.05145, 0.94284, -6.26622], [-1.27405, -0.22836, 1.90498], [-0.66175, -0.28096, -2.24572], [-0.10755, 0.10624, 4.41938], [0.42945, 2.85944, -1.62572], [0.20675, 2.00894, -3.55852], [2.41365, 3.08384, 1.13698], [-0.17255, -3.96496, 0.53408], [3.47965, 4.71474, 2.86168], [-0.50905, -3.15206, -2.90792], [-1.17395, 0.75874, 3.96588], [2.84115, 3.82084, 4.25298], [-3.42205, -0.39346, -2.39472], [-0.09675, -6.10386, 1.75758], [-0.12205, 0.78714, -1.47242], [-2.45875, 2.99334, 2.90618], [2.57485, 4.31934, 3.32148], [0.58285, 1.56814, 0.65798], [-2.83245, -0.82876, -1.24552], [-0.05855, 0.89114, -5.81292], [-0.98065, -1.03966, -4.22562], [-1.28765, 1.84304, 4.79178], [1.91295, 5.15324, 3.56538], [-0.83315, -1.83056, -0.35942], [2.25085, -3.69296, 0.16048], [0.74445, 2.68474, 2.79528], [2.48645, -0.72616, 0.37058], [2.21785, 1.94744, -0.65892], [0.52185, 1.74234, -6.16952], [-2.24425, 0.01894, 4.29218], [1.61775, -1.04086, 1.41878], [0.20215, 1.96684, -2.18712], [0.41455, -0.02506, -6.16232], [-0.62375, -0.21746, -3.62652], [-1.64135, -2.65576, -2.38532], [-0.24925, -3.18276, 1.75428], [-2.29045, 2.44394, 0.86358], [1.42675, -5.21846, 1.86438], [0.10165, 1.78184, 1.96698], [0.64025, -5.54516, 1.19428], [-2.87425, 0.20614, -0.42762], [-1.39765, -1.39346, -1.50132], [-2.35015, 1.90734, 2.08528], [2.21365, -2.19646, 1.89788], [1.27465, -2.62166, -0.86092], [-2.47495, -2.50256, -3.44412], [1.89455, 3.35554, 2.39388], [3.34095, 3.54954, 0.82068], [-3.69235, -1.74516, -0.76232], [1.36115, -3.61746, -0.45172], [-2.18825, -3.66926, -1.69692], [-0.28815, -0.81206, 0.81028], [0.48255, 2.93004, -4.05842], [1.37835, -4.35116, -1.25162], [-3.53475, 1.29784, 2.18108], [2.01125, -0.14316, 2.38878]], "forces_ev_per_a": [[0.1, -0.2, -0.2], [-0.1, -0.1, 0.0], [-0.5, 0.5, 0.3], [0.0, 0.0, 0.1], [0.0, 0.0, -0.1], [-0.3, -0.7, 0.3], [0.0, 0.0, -0.1], [0.0, -0.6, 0.0], [0.1, -0.2, -0.1], [0.4, -0.2, -0.3], [0.1, 0.0, 0.0], [-0.1, -0.2, -0.1], [0.0, 0.1, 0.1], [1.5, -2.6, -0.8], [0.1, 0.1, 0.0], [0.6, 0.1, 0.0], [-0.1, 0.0, 0.9], [0.1, 0.1, 0.1], [0.1, 0.1, -0.2], [-0.2, -0.1, 0.1], [0.0, 0.1, -0.3], [0.2, 0.1, 0.2], [-0.1, 0.0, 0.0], [0.4, 0.8, 0.2], [-0.9, 0.2, -0.3], [-0.2, 0.0, 0.2], [-0.1, -0.1, 0.0], [0.2, 0.4, -0.1], [0.1, 0.1, 0.1], [-0.1, 0.5, 0.3], [0.0, 0.0, 0.2], [0.2, 0.1, -0.2], [0.2, 0.1, -0.5], [0.0, 0.0, 0.0], [0.0, 0.0, -0.1], [-0.3, -0.3, -0.2], [-0.3, 0.0, -0.2], [-0.1, 0.1, 0.1], [0.1, -0.1, -0.2], [0.2, 0.3, -0.1], [-0.3, -0.7, -0.4], [-0.4, 0.8, 1.3], [0.2, -0.2, -0.5], [0.2, 0.1, 0.0], [0.2, 0.2, 0.0], [-0.6, 0.7, -0.3], [0.3, 0.1, 0.3], [-0.5, 0.2, -0.3], [-0.5, 0.7, 0.1], [-0.1, -0.4, 0.1], [0.0, 0.1, -0.1], [-0.1, 0.3, -0.2], [0.0, 0.0, 0.0], [0.1, 0.0, 0.0], [0.1, -0.3, 0.3], [-0.4, 0.1, 0.3], [0.0, 0.1, 0.3], [0.6, 0.3, -0.4], [0.1, 0.1, -0.1], [-0.1, -0.2, -0.1], [-0.1, -0.5, 0.0], [0.0, 0.2, 0.3]]}

---

{"formula": "C23H18BrN3O2W", "method": "ωB97M-V/def2-TZVPD", "mol_weight_g_mol": 632.2, "total_charge": 2, "homo_ev": -13.51, "orbital_gap_ev": 3.8, "total_energy_ha": -3842.37564, "species": ["H", "H", "C", "C", "C", "C", "C", "C", "H", "H", "C", "O", "H", "C", "C", "H", "N", "C", "C", "H", "H", "N", "C", "C", "H", "H", "C", "H", "O", "C", "C", "H", "C", "H", "N", "H", "C", "C", "C", "H", "W", "H", "H", "C", "H", "Br", "C", "C"], "positions_angstrom": [[-6.77754, -2.99189, -1.16414], [1.57106, 2.63201, 0.29516], [0.41616, 2.39571, -2.90094], [-5.89434, -2.38089, -1.05824], [-4.85254, -0.32119, -0.34524], [0.65596, 4.68811, -2.22954], [-2.37124, 0.04761, -0.51304], [-4.68164, -2.83499, -1.52414], [6.41696, -2.58289, 3.41686], [-1.66734, -1.87449, -1.84244], [3.31276, -1.58509, 4.36396], [-1.41024, 0.01831, -1.51994], [2.72346, -1.46199, 5.26026], [0.53406, 6.07531, -2.49714], [1.89116, -0.50669, 0.29376], [-0.01964, 4.06771, -4.17624], [-1.67384, -0.55859, 0.64466], [4.61126, -2.09849, 4.46436], [0.31786, 3.74441, -3.20244], [-6.93604, -0.75679, -0.10954], [3.96456, -0.74259, -0.03574], [0.44326, 7.19851, -2.68674], [-3.52374, -2.05059, -1.37414], [-5.98684, -1.12109, -0.46894], [0.15196, 1.67291, -3.68704], [5.52536, -1.94409, 1.21536], [3.15996, -0.88649, 0.68066], [0.42726, -1.94699, 1.28506], [-2.36434, -2.55559, -1.81494], [4.90986, -1.84859, 2.09726], [5.40816, -2.21219, 3.32656], [-2.17394, -0.40789, 1.52176], [1.10896, 4.28051, -0.97384], [1.37316, 5.01841, -0.23264], [-0.34774, -0.03829, 0.65826], [-4.58174, -3.78789, -2.01814], [1.20796, 2.93191, -0.68604], [2.80396, -1.22459, 3.13676], [0.64806, -0.98299, 0.80996], [1.81756, -0.78839, 3.06716], [0.41606, -0.05929, -1.19404], [-2.63764, 1.11401, -0.32924], [-4.93524, 0.66401, 0.08926], [3.58836, -1.34899, 1.96956], [4.99136, -2.41619, 5.42266], [1.18266, -1.40309, -3.02164], [0.87466, 1.94541, -1.63714], [-3.61834, -0.77509, -0.77614]], "forces_ev_per_a": [[0.0, -0.1, 0.0], [-0.1, 0.1, -0.2], [-0.1, -0.7, -0.6], [0.0, 0.5, 0.2], [-0.7, -0.2, 0.0], [0.0, -0.6, 0.1], [-2.2, 0.0, 1.5], [1.0, 0.3, 0.0], [0.1, -0.1, 0.0], [-0.9, -0.7, -0.1], [-0.1, -0.1, 0.0], [1.4, -0.1, -0.1], [-0.1, 0.0, 0.0], [0.0, -0.1, 0.0], [-3.5, -0.5, 0.5], [0.0, 0.0, 0.0], [0.1, 0.2, 0.0], [-0.3, 0.1, -0.4], [0.1, -0.3, 0.2], [-0.1, 0.0, 0.0], [0.0, -0.2, -0.1], [-0.1, 0.7, -0.1], [-1.4, 0.6, 0.5], [0.3, 0.2, 0.1], [0.0, 0.4, 0.3], [0.1, 0.0, -0.1], [1.2, -0.4, 0.4], [0.0, 0.1, -0.4], [1.4, -0.2, -0.4], [0.2, 0.2, 0.0], [0.0, -0.1, -0.1], [0.2, 0.0, -0.1], [0.0, -0.4, -0.1], [0.0, 0.0, 0.1], [-0.4, -1.2, -0.3], [0.0, -0.1, 0.0], [0.3, -0.4, 0.6], [-0.2, 0.0, 0.3], [1.5, 0.5, 2.2], [0.0, 0.1, 0.1], [2.0, 2.8, -3.5], [0.2, -0.5, -0.2], [0.0, 0.1, 0.1], [-0.2, 0.5, -0.8], [0.1, 0.1, 0.1], [-0.2, 0.3, 0.7], [-0.6, -0.3, 0.1], [0.7, -0.4, -0.5]]}

---

{"formula": "C23H18BrN4OPtSe", "method": "ωB97M-V/def2-TZVPD", "e_above_lowest_kj_mol": 120.8, "mol_weight_g_mol": 720.4, "total_charge": 1, "homo_ev": -11.01, "orbital_gap_ev": 7.1, "total_energy_ha": -6276.06200, "species": ["C", "C", "N", "H", "C", "C", "H", "C", "C", "N", "H", "C", "H", "Br", "C", "Pt", "C", "C", "H", "C", "Se", "H", "N", "H", "H", "N", "C", "H", "H", "C", "C", "C", "C", "C", "H", "H", "C", "C", "C", "O", "C", "C", "C", "H", "H", "H", "H", "H", "H"], "positions_angstrom": [[-5.05166, -1.80768, -1.56590], [2.69418, -1.65121, 0.60646], [-4.57169, -1.32908, 0.76430], [-2.16680, 5.69137, 0.27588], [-0.94193, -2.80397, 0.47982], [5.12032, -1.76750, 0.34094], [0.86409, 7.47121, 0.40594], [-3.37982, -0.98784, -3.12744], [2.81644, -0.27823, 0.48234], [-2.31035, -0.20106, 0.24776], [0.57321, -5.58293, 1.65638], [0.11438, -1.88690, 0.51011], [-5.97371, -2.32562, -1.33421], [-2.95124, 2.93504, 0.26863], [5.21126, -0.38295, 0.27524], [-0.32747, 0.07989, 0.36234], [-3.00428, -0.60287, -0.80934], [-2.59500, -0.45662, -2.16605], [6.16831, 0.11094, 0.16676], [3.88961, -2.37733, 0.48560], [-3.29371, -0.60100, 1.69415], [1.66261, 1.13129, 1.36069], [1.65235, 0.58833, 0.50249], [1.75795, 1.24540, -0.26041], [2.11194, 5.44692, 0.50535], [-0.17823, 2.96620, 0.41401], [-4.26278, -1.24950, -0.50816], [-1.68073, 0.06640, -2.39851], [3.85941, -3.45725, 0.47896], [-4.60501, -1.68386, -2.82459], [-0.78923, -4.13237, 0.84086], [-1.24714, 5.12581, 0.33089], [0.98707, 3.63090, 0.46878], [-1.25463, 3.74830, 0.34875], [-1.92064, -2.51614, 0.14831], [1.89446, 3.04214, 0.53505], [-0.02556, 5.77759, 0.38428], [4.04461, 0.35178, 0.32778], [1.12594, 4.99909, 0.45690], [-0.03004, 7.11580, 0.36388], [1.40355, -2.37366, 0.80594], [0.43963, -4.56925, 1.29899], [1.50610, -3.69700, 1.26726], [-1.63785, -4.80462, 0.78702], [4.08163, 1.43513, 0.24218], [2.46199, -4.05134, 1.62628], [-3.07299, -0.88616, -4.16172], [-5.18205, -2.11875, -3.63183], [6.01348, -2.37680, 0.27085]], "forces_ev_per_a": [[-0.1, 0.0, 0.4], [-0.1, -0.1, 0.0], [-0.3, 0.0, 0.3], [0.0, 0.0, 0.0], [0.2, -0.2, 0.0], [0.0, 0.0, 0.0], [0.1, 0.0, 0.0], [-0.1, -0.1, -0.2], [0.0, 0.0, 0.0], [-0.8, -0.8, -0.1], [0.0, 0.1, 0.0], [-0.3, 0.3, 0.1], [0.1, 0.1, 0.1], [-0.1, 0.0, 0.0], [0.0, 0.0, 0.0], [1.0, 0.2, 0.0], [0.0, 0.1, -0.4], [0.0, -0.1, 0.1], [0.0, 0.0, 0.0], [0.1, -0.1, 0.0], [0.3, 0.1, 0.7], [0.1, 0.1, 0.2], [-0.2, -0.2, 0.1], [0.0, 0.2, -0.2], [-0.1, 0.0, 0.0], [-0.1, -0.1, 0.0], [0.2, 0.0, -0.3], [0.1, 0.0, 0.0], [0.0, 0.1, 0.0], [0.2, 0.0, -0.6], [0.0, 0.0, 0.0], [-0.1, 0.1, 0.0], [0.1, 0.0, 0.0], [0.0, -0.1, 0.0], [-0.1, 0.1, 0.0], [-0.1, 0.0, 0.0], [0.1, 0.1, 0.0], [0.1, 0.1, 0.0], [0.1, 0.1, 0.0], [-0.1, -0.1, 0.0], [0.0, -0.1, 0.0], [0.0, -0.1, 0.0], [0.1, 0.0, 0.0], [0.0, 0.1, 0.0], [0.0, -0.1, 0.0], [-0.1, 0.0, 0.0], [-0.1, 0.0, 0.0], [0.1, 0.1, 0.0], [-0.1, 0.0, 0.0]]}